No. 1
# C23H29ClFN3O

The molecule C23H29ClFN3O (ωB97M-V with the def2-TZVPD basis set, OMol25).

Each line ends with the Mulliken charge.
Geometry (Å):
C 3.6461 0.9615 -2.0198  -1.73
H 2.8592 0.2774 -2.3332  0.32
H 3.2761 1.5705 -1.2017  0.39
H 3.8781 1.6198 -2.8541  0.52
C 4.9017 0.1762 -1.6118  2.47
C 4.5429 -0.8046 -0.5003  0.41
C 4.6833 -2.1792 -0.6761  -0.61
C 4.3278 -3.0930 0.3001  -0.93
C 3.8098 -2.6560 1.5045  -0.66
C 3.6725 -1.2987 1.7135  -0.01
C 4.0358 -0.3769 0.7353  -0.46
N 3.8620 1.0000 1.0463  0.08
C 2.6505 1.5685 1.3747  0.17
O 2.5865 2.6372 1.9474  -0.73
N 1.5659 0.8563 0.9652  0.24
H 1.7195 0.0520 0.3765  0.34
C 0.2297 1.4081 1.0033  -0.59
C -0.1796 1.9907 -0.3539  -0.25
C -1.6217 2.5069 -0.2735  -1.50
N -2.5729 1.4942 0.1321  0.17
C -2.1975 0.9190 1.4079  -1.06
C -0.7753 0.3401 1.4321  -0.42
H -0.5416 -0.0136 2.4368  0.40
H -0.7077 -0.5138 0.7537  0.24
H -2.9226 0.1461 1.6715  0.48
H -2.2690 1.7172 2.1530  0.45
C -2.8806 0.5147 -0.8992  -0.73
C -4.1962 -0.1469 -0.5872  -0.51
C -5.3768 0.5808 -0.7125  0.38
C -6.6208 0.0581 -0.4158  -0.72
C -6.7050 -1.2497 0.0289  -0.31
C -5.5596 -2.0118 0.1637  -0.76
C -4.3246 -1.4585 -0.1408  0.80
Cl -2.9248 -2.4583 0.0425  -0.20
H -5.6161 -3.0332 0.5057  0.43
H -7.6655 -1.6778 0.2681  0.37
H -7.4983 0.6728 -0.5358  0.44
F -5.3062 1.8449 -1.1651  -0.30
H -2.9841 1.0576 -1.8428  0.55
H -2.1050 -0.2535 -1.0262  0.50
H -1.9361 2.9167 -1.2357  0.47
H -1.6705 3.3100 0.4681  0.50
H 0.4925 2.8069 -0.6217  0.39
H -0.1014 1.2176 -1.1233  0.26
H 0.2593 2.2146 1.7441  0.26
H 4.6515 1.4726 1.4634  0.33
H 3.2783 -0.9242 2.6473  0.47
H 3.5245 -3.3585 2.2727  0.41
H 4.4554 -4.1489 0.1132  0.40
H 5.0780 -2.5657 -1.6003  0.42
C 5.4302 -0.5327 -2.8650  -2.36
H 6.3461 -1.0792 -2.6525  0.47
H 4.6903 -1.2146 -3.2776  0.44
H 5.6551 0.2111 -3.6265  0.47
C 5.9938 1.1443 -1.1343  -1.79
H 6.8174 0.5944 -0.6833  0.36
H 5.6062 1.8542 -0.4121  0.35
H 6.3809 1.7078 -1.9805  0.47

Atomic forces in eV per Å
0.102 -0.033 0.038
-0.104 -0.057 -0.073
-0.054 0.054 0.005
0.019 0.085 -0.124
0.010 0.161 -0.149
-0.068 0.035 0.049
0.034 -0.071 -0.020
-0.015 -0.052 0.016
-0.016 -0.036 0.023
0.072 0.007 -0.024
-0.042 -0.311 0.070
0.440 0.097 0.126
0.007 -0.180 -0.212
-0.050 0.445 0.229
-0.087 -0.171 -0.035
0.005 0.012 0.041
-0.092 -0.023 -0.086
-0.170 0.168 0.318
0.205 0.015 -0.191
-0.197 0.063 -0.079
0.113 -0.231 0.089
-0.102 0.337 0.031
0.053 -0.060 0.024
0.015 -0.089 -0.019
-0.001 0.055 0.086
-0.023 -0.059 0.076
-0.019 0.072 0.026
0.066 0.024 -0.072
-0.096 -0.266 0.059
0.105 0.201 -0.061
0.147 0.017 -0.020
0.004 -0.109 0.055
-0.373 0.224 -0.099
0.222 -0.199 0.067
0.024 -0.078 0.026
-0.094 -0.039 0.020
-0.074 0.089 -0.025
0.034 -0.076 0.014
0.069 -0.066 0.033
-0.089 0.109 -0.085
-0.012 0.062 0.047
0.027 0.078 -0.050
0.079 -0.002 -0.046
0.051 -0.050 -0.054
-0.051 -0.083 -0.083
-0.195 0.045 0.011
-0.028 0.043 0.070
-0.022 -0.060 0.069
0.010 -0.091 -0.024
0.047 0.008 -0.126
-0.092 0.071 0.229
0.102 -0.115 -0.028
-0.037 -0.119 -0.066
0.013 0.074 -0.038
-0.084 -0.063 -0.039
0.134 -0.026 0.028
0.024 0.079 0.039
0.056 0.084 -0.086

Output
SMILES string   CC(C)(C)c1ccccc1NC(=O)NC1CCN(Cc2c(F)cccc2Cl)CC1
ΔE to the lowest compared entry with this formula, charge and spin   0.052 eV
Total energy   -1693.446490 Eh
Frontier orbital gap   8.95 eV
Net charge   0


No. 2
# C23H29CuN2O4S2

A structure of composition C23H29CuN2O4S2 (ωB97M-V with the def2-TZVPD basis set, OMol25).

Each line ends with the Mulliken charge.
Geometry (Å):
Cu -0.5287 -0.6654 1.5948  0.05
C 1.9636 -0.7209 5.1837  -1.78
C 1.3923 -0.2072 3.8782  1.28
O 0.8417 -1.0543 3.1596  -0.42
C 1.5246 1.2054 3.5473  0.17
C 2.1452 2.0617 4.4874  -0.78
C 2.3027 3.4045 4.2772  -0.95
C 1.8251 3.9528 3.0722  -0.40
C 1.2190 3.1700 2.1336  -0.83
C 1.0330 1.7615 2.3117  0.35
O 0.4804 1.0947 1.3724  0.00
H 1.8138 -1.7967 5.2155  0.36
H 1.4537 -0.2625 6.0320  0.40
H 3.0265 -0.4965 5.2745  0.41
H 2.5086 1.6438 5.4162  0.33
H 2.7798 4.0289 5.0196  0.37
H 1.9397 5.0153 2.8883  0.41
H 0.8525 3.5909 1.2050  0.37
O 0.2062 -1.1577 -0.4638  -0.08
S 1.6042 -1.0834 -1.0338  0.10
C 2.1502 -2.8068 -1.2407  -0.59
C 2.9241 -3.1934 0.0127  -0.67
C 3.7378 -1.9505 0.3663  -0.81
C 2.7424 -0.7974 0.3525  0.37
H 2.7808 -2.8350 -2.1320  0.49
H 1.2423 -3.3798 -1.4322  0.28
H 3.5531 -4.0665 -0.1612  0.42
H 2.2326 -3.4324 0.8231  0.25
H 4.5184 -1.7934 -0.3837  0.34
H 4.2277 -2.0307 1.3368  0.38
H 3.1788 0.1941 0.2561  0.53
H 2.0864 -0.8088 1.2222  -0.70
C -1.5647 2.5357 -1.9633  -0.54
C -2.7257 2.5029 -0.9724  -0.76
C -2.6046 1.3774 0.0422  -0.35
N -2.6504 0.0878 -0.6415  0.46
C -2.6093 -1.0705 -0.0093  0.28
S -2.7290 -1.2295 1.6799  -0.47
N -2.5037 -2.2478 -0.7416  0.02
C -1.8843 -2.4816 -1.9716  -0.37
O -1.2647 -3.5079 -2.1359  -0.60
C -2.0879 -1.5144 -3.0905  0.69
C -0.9954 -1.1661 -3.8777  -0.37
C -1.1681 -0.3131 -4.9556  -0.81
C -2.4331 0.1680 -5.2643  -0.51
C -3.5284 -0.1976 -4.4947  -0.56
C -3.3573 -1.0350 -3.4017  0.33
H -1.6081 3.4292 -2.5867  0.40
H -1.5683 1.6795 -2.6442  -0.02
H -0.6101 2.5312 -1.4329  0.04
H -3.6804 2.4296 -1.5019  0.32
H -2.7466 3.4391 -0.4117  0.41
H -3.4108 1.3997 0.7734  0.51
H -1.6531 1.4547 0.5802  0.11
H -2.3732 0.0958 -1.6111  -0.24
H -2.3793 -3.0404 -0.1236  0.35
H -0.0204 -1.5660 -3.6347  0.40
H -0.3164 -0.0262 -5.5582  0.42
H -2.5666 0.8294 -6.1106  0.40
H -4.5152 0.1690 -4.7441  0.42
H -4.2039 -1.3174 -2.7877  0.38

Atomic forces in eV per Å
-0.006 -0.020 0.102
0.002 -0.015 0.018
0.047 0.100 -0.101
-0.068 0.037 -0.013
-0.100 -0.140 -0.023
0.008 0.053 0.010
-0.014 -0.050 -0.012
0.019 0.058 0.029
0.006 -0.009 -0.022
0.122 -0.031 0.057
-0.032 0.102 0.046
-0.006 0.004 0.003
0.005 -0.005 0.012
0.001 0.001 -0.004
-0.003 -0.004 -0.004
0.000 0.002 -0.002
-0.005 -0.006 -0.011
-0.004 -0.011 -0.002
0.059 -0.086 -0.131
-0.252 0.061 -0.023
-0.026 -0.062 -0.023
0.038 0.018 -0.016
-0.008 -0.019 -0.003
0.080 -0.024 -0.007
0.029 0.010 0.025
0.004 0.007 0.001
-0.011 -0.012 -0.005
-0.011 0.029 0.003
0.010 -0.009 0.019
-0.025 0.014 0.021
-0.001 0.008 0.002
0.008 0.019 0.045
0.026 0.006 -0.009
0.029 0.001 0.010
0.030 -0.011 0.000
0.077 -0.005 0.008
-0.025 -0.124 0.016
0.046 0.009 -0.054
0.043 0.026 0.091
0.052 -0.055 -0.095
-0.025 0.054 0.016
0.038 -0.026 0.014
-0.035 0.010 -0.008
0.045 -0.023 0.010
-0.028 0.034 -0.030
-0.002 -0.016 0.023
-0.005 0.026 -0.008
-0.006 -0.001 0.001
-0.001 -0.006 0.000
-0.005 -0.006 0.002
-0.003 0.002 0.002
-0.018 -0.002 -0.001
-0.017 0.040 0.002
-0.027 0.011 0.022
-0.066 0.017 -0.023
-0.004 0.025 0.006
0.010 0.001 0.009
-0.003 -0.002 0.001
0.001 -0.001 0.003
-0.001 -0.004 0.002
0.005 -0.001 0.000

Output
ΔE to the lowest compared entry with this formula, charge and spin   0.000 eV
Total energy   -3741.214085 Eh
Frontier orbital gap   7.29 eV
Net charge   0


No. 3
# C23H29FN2O4RuSb2

A structure of composition C23H29FN2O4RuSb2 at a distorted geometry (ωB97M-V with the def2-TZVPD basis set, OMol25).

Each line ends with the Mulliken charge.
Geometry (Å):
Ru 0.8503 -0.0483 -1.4459  0.17
C 1.2660 -0.1234 -3.6079  -0.98
C 1.6374 -1.3675 -3.0520  -0.70
C 2.8785 -1.1555 -2.3476  -0.35
C 3.2248 0.1897 -2.4279  -0.41
C 2.2095 0.8530 -3.1429  -0.34
H 0.5445 0.0223 -4.3939  1.17
H 1.1615 -2.3106 -3.2612  0.52
H 3.4389 -1.9307 -1.8471  0.44
H 4.0939 0.6546 -1.9908  0.48
H 2.1826 1.9009 -3.3996  0.49
C 0.3028 1.3452 2.2806  -1.14
Sb -0.4247 -0.0506 0.8921  1.34
C -0.3887 -1.9891 1.6781  -1.30
C -2.4642 0.4202 1.1972  -1.59
C -3.4404 -0.4985 0.4999  0.68
C -3.9628 -1.5990 1.1644  -0.66
C -4.8635 -2.4532 0.5370  -0.71
C -5.2546 -2.1999 -0.7638  -0.72
C -4.7423 -1.0933 -1.4277  -0.63
C -3.8343 -0.2419 -0.8051  0.54
C -3.3003 0.9550 -1.5563  -1.54
Sb -1.4595 0.5377 -2.5036  1.00
C -2.0471 -1.1149 -3.6610  -1.29
C -1.3525 2.1592 -3.8416  -1.23
H 0.0917 0.9262 3.2644  0.41
H -0.2924 2.2401 2.1152  0.67
H 1.3542 1.5712 2.1662  0.19
H -0.7746 -1.8946 2.6928  0.44
H 0.6266 -2.3643 1.6832  0.36
H -1.0570 -2.5982 1.0742  0.45
H -2.5973 1.4747 0.9624  0.57
H -2.5202 0.3191 2.2849  0.79
H -3.6790 -1.7836 2.1964  0.45
H -5.2699 -3.3003 1.0747  0.43
H -5.9695 -2.8456 -1.2573  0.44
H -5.0722 -0.8763 -2.4394  0.45
H -3.1931 1.8656 -0.9726  0.60
H -3.9221 1.1887 -2.4232  0.69
H -2.9015 -0.8040 -4.2618  0.43
H -2.3411 -1.9192 -2.9909  0.37
H -1.2439 -1.4479 -4.3140  0.42
H -2.2546 2.1308 -4.4522  0.42
H -0.4761 2.1076 -4.4827  0.43
H -1.3266 3.0793 -3.2627  0.39
F 4.2940 3.5564 4.4139  -0.28
C 3.8555 2.3470 4.1122  0.30
C 4.1058 1.7865 2.9441  0.06
N 3.6374 0.4944 2.6294  0.28
C 3.9118 -0.0839 1.3277  -1.89
C 2.7133 -0.0158 0.4066  1.43
O 2.3131 1.0688 -0.0947  -0.62
O 2.0664 -1.0776 0.1000  -0.78
C 2.8954 -0.2491 3.5165  0.23
O 2.4170 -1.3256 3.2082  -0.61
N 2.7027 0.3508 4.7373  0.01
C 3.0788 1.6490 5.1403  0.23
O 2.7511 2.0980 6.2003  -0.53
H 4.6906 2.2947 2.1907  0.36
H 4.2080 -1.1232 1.4276  0.41
H 4.7180 0.4965 0.8836  0.47
H 2.2037 -0.1979 5.4255  0.27

Atomic forces in eV per Å
4.588 0.033 -0.440
-0.275 0.300 -0.273
-0.322 -0.636 0.113
-0.879 -0.644 -0.179
-0.358 0.270 0.007
-1.039 0.448 -0.322
0.000 0.049 -0.028
0.190 -0.129 -0.036
-0.086 0.033 0.079
-0.048 0.037 0.021
0.033 0.012 0.072
0.123 0.055 -0.024
-0.714 -0.272 -0.140
-0.004 -0.035 -0.001
-0.320 -0.168 -0.120
0.415 0.296 0.515
-0.084 -0.241 0.134
0.134 0.032 0.273
-0.020 0.097 -0.202
-0.059 -0.029 -0.086
-0.094 0.380 -0.578
-0.188 -0.206 0.141
0.199 -0.101 0.020
-0.030 0.004 -0.106
0.019 0.044 -0.045
0.018 0.031 0.005
0.045 0.098 0.093
0.042 0.055 0.028
0.030 -0.096 0.025
0.038 -0.062 0.055
0.004 -0.078 0.025
-0.115 -0.002 0.034
-0.151 0.010 -0.031
-0.036 0.002 -0.071
0.028 0.033 -0.008
0.027 0.027 0.010
0.011 -0.010 0.068
-0.107 -0.003 0.090
-0.091 0.011 0.075
0.000 -0.091 -0.025
-0.021 -0.044 -0.014
-0.033 -0.033 -0.014
0.026 0.072 -0.017
-0.012 0.023 -0.014
-0.005 0.070 -0.045
-0.005 0.014 -0.017
-0.097 0.172 0.471
0.074 -0.619 -0.693
0.362 0.665 -0.200
0.100 0.048 0.156
-0.793 -0.069 -0.121
-0.165 0.098 0.637
-0.040 0.333 0.449
-0.246 -0.045 0.226
-0.005 0.104 -0.021
0.077 -0.008 -0.089
-0.242 -0.118 0.171
0.069 -0.043 0.003
-0.023 -0.042 -0.038
0.029 -0.077 0.090
0.053 -0.068 -0.101
-0.025 0.010 0.013

Output
ΔE to the lowest compared entry with this formula, charge and spin   3.663 eV
Total energy   -1978.917211 Eh
Frontier orbital gap (spin up / spin down)   5.79 / 5.87 eV
Net charge   +2


No. 4
# C23H29IrN5

A structure of composition C23H29IrN5 (ωB97M-V with the def2-TZVPD basis set, OMol25).

Each line ends with the Mulliken charge.
Geometry (Å):
Ir 0.7246 -0.3848 0.0704  -0.09
C -0.6875 1.6925 1.9316  -1.03
C 0.1636 1.0243 3.0058  -1.21
C 1.6227 1.1066 2.6764  0.82
C 2.5516 1.5563 3.6035  -0.88
C 3.8879 1.6399 3.2581  -0.34
C 4.2588 1.2648 1.9768  -0.87
C 3.2852 0.8199 1.1086  -0.05
N 1.9854 0.7391 1.4383  -0.05
N -1.0397 0.8099 0.7851  0.95
C -2.1566 -0.0541 1.2326  -1.34
C -2.7202 -1.0488 0.2342  0.60
C -3.7777 -1.8573 0.6392  -0.78
C -4.2875 -2.7782 -0.2580  -0.56
C -3.7285 -2.8582 -1.5278  -0.60
C -2.6846 -2.0041 -1.8382  -0.79
N -2.1868 -1.1161 -0.9776  -0.06
C -1.5023 1.6866 -0.3109  -1.13
C -0.3309 2.2346 -1.0575  0.79
C -0.3762 3.4275 -1.7564  -1.09
C 0.7178 3.8055 -2.5166  -0.31
C 1.8214 2.9701 -2.5601  -0.92
C 1.7980 1.8011 -1.8244  0.05
N 0.7509 1.4444 -1.0718  -0.25
H -0.1405 2.5473 1.5290  0.51
H -1.6183 2.0754 2.3634  0.58
H -0.1201 -0.0234 3.1332  0.31
H -0.0115 1.5213 3.9594  0.48
H 2.2127 1.8403 4.5904  0.43
H 4.6223 1.9875 3.9717  0.42
H 5.2873 1.3011 1.6479  0.41
H 3.5365 0.4807 0.1143  0.40
H -2.9783 0.5944 1.5649  0.48
H -1.8093 -0.5995 2.1095  0.50
H -4.1892 -1.7667 1.6371  0.47
H -5.1083 -3.4230 0.0261  0.43
H -4.0961 -3.5629 -2.2604  0.43
H -2.2180 -2.0319 -2.8166  0.58
H -2.1365 2.4887 0.0798  0.45
H -2.0855 1.0836 -1.0058  0.45
H -1.2641 4.0433 -1.7085  0.48
H 0.7047 4.7328 -3.0730  0.44
H 2.6900 3.2120 -3.1549  0.42
H 2.6273 1.1084 -1.8416  0.51
C 0.6314 -3.8581 -1.8061  -1.25
C 0.8146 -3.4862 -0.3348  1.38
C 2.1362 -4.0276 0.2059  -1.76
C -0.3657 -3.9828 0.5055  -1.11
N 0.8350 -2.0481 -0.2370  0.67
H 0.6205 -4.9431 -1.9151  0.41
H 1.4482 -3.4560 -2.4060  0.39
H -0.3087 -3.4578 -2.1851  0.11
H 2.1392 -5.1166 0.1558  0.42
H 2.2790 -3.7261 1.2444  0.37
H 2.9737 -3.6514 -0.3827  0.38
H -0.4230 -5.0708 0.4586  0.48
H -1.3017 -3.5667 0.1312  0.09
H -0.2395 -3.6848 1.5473  0.35

Atomic forces in eV per Å
0.006 0.228 0.208
0.025 0.037 -0.003
0.003 0.022 -0.049
-0.066 -0.055 -0.004
-0.002 0.020 0.030
-0.051 -0.025 -0.040
0.039 0.010 -0.006
-0.060 -0.030 -0.047
-0.019 0.000 -0.126
0.115 0.006 0.177
-0.054 -0.087 -0.065
0.197 0.015 0.016
0.023 -0.037 -0.002
0.032 0.016 -0.058
0.005 -0.007 0.063
-0.066 -0.063 0.043
-0.224 0.071 -0.104
-0.059 0.028 -0.057
0.020 0.002 -0.034
0.004 0.027 -0.028
-0.040 0.022 0.006
0.019 -0.051 0.004
0.031 0.047 -0.034
0.128 0.009 0.079
-0.015 -0.004 -0.008
0.024 0.007 0.008
0.015 0.002 -0.013
-0.022 -0.003 0.002
0.007 -0.001 0.000
0.002 0.001 0.001
0.001 0.004 0.011
0.014 0.004 0.011
0.017 0.020 -0.001
-0.034 -0.052 -0.025
0.010 -0.002 0.000
-0.001 -0.003 -0.003
0.000 0.001 0.000
-0.026 0.032 -0.010
-0.009 -0.004 0.010
0.035 0.008 0.032
0.000 -0.002 0.001
0.000 -0.001 -0.001
0.004 -0.003 0.003
-0.002 0.004 0.016
0.025 0.005 0.016
0.042 -0.058 0.042
0.032 0.016 0.012
0.048 0.032 -0.020
-0.162 -0.157 -0.047
-0.003 -0.005 -0.008
-0.001 -0.003 -0.002
0.014 -0.008 0.002
0.005 -0.012 0.004
-0.011 0.001 -0.002
-0.007 0.000 0.000
0.000 -0.008 -0.005
-0.007 -0.014 0.004
-0.003 -0.001 0.000

Output
ΔE to the lowest compared entry with this formula, charge and spin   0.415 eV
Total energy   -1271.723018 Eh
Frontier orbital gap   7.90 eV
Net charge   +1